One molecule with the formula CH3BrO, computed with ωB97M-V/def2-TZVPD.

Output
relative energy (zero: lowest compared OMol25 entry of this formula, charge and spin): 25.6 kcal/mol
Kohn-Sham gap: 11.465 eV
total charge: 0
multiplicity: 1
electronic energy: -2689.095191 a.u.
molecular weight: 110.9 u
HOMO energy: -10.6 eV
structure (SMILES): OCBr

Atoms and positions in Å:
C 0.03536 -0.48834 -0.07768
O 0.85855 0.97264 -0.14601
Br -1.79899 -0.15708 -0.23887
H 0.35204 -1.03220 -0.96405
H 0.28732 -0.74168 0.84355
H 0.26573 1.44667 0.58305

Force components x, y, z for each atom (eV/Å):
C 1.461 4.999 -4.293
O -3.990 -1.941 2.284
Br -0.821 0.067 0.046
H 0.317 -0.056 0.559
H 0.952 -1.981 3.718
H 2.081 -1.088 -2.315

Quick look at the Mulliken charges, all values in e:
1. C -0.2720
2. O -0.5220
3. Br -0.0740
4. H 0.2469
5. H 0.3078
6. H 0.3134